This record from the Open Molecules 2025 dataset describes C6H15AlCl2N as an isolated structure in a non-equilibrium geometry. The level of theory is ωB97M-V/def2-TZVPD.

Last column: Mulliken charge in e.
Atoms and positions in Å:
1 C 2.3877 0.3727 0.2253  -0.23
2 C 2.1403 1.6063 -0.2746  -0.44
3 Al 0.7512 2.9516 0.4424  0.27
4 N -1.0764 2.4113 0.2088  -0.60
5 C -1.0695 0.9567 0.3367  -0.73
6 C -2.4434 0.2837 0.4853  -0.31
7 C -2.2059 -1.2288 0.3296  -0.78
8 H 1.5521 -0.3296 0.2852  -0.15
9 H 3.3625 -0.0069 0.5448  0.23
10 H 2.7686 1.9955 -1.0871  0.30
11 H 1.0327 4.3998 -0.2464  -0.29
12 H 0.9723 3.0470 2.0405  -0.24
13 H -1.3200 2.6214 -0.7572  0.23
14 H -0.5824 0.4778 -0.5290  0.32
15 H -0.5090 0.6970 1.2419  0.29
16 H -2.7832 0.4463 1.5112  0.25
17 H -3.1693 0.6613 -0.2345  0.29
18 H -1.3234 -1.4513 0.9375  0.03
19 H -3.0565 -1.8414 0.6257  0.38
20 H -1.9291 -1.4135 -0.7111  0.23
21 C 1.2099 -3.4146 -1.1524  -0.25
22 Cl 0.7941 -2.7334 0.4204  -0.15
23 Cl 2.8427 -2.9783 -1.6733  -0.16
24 H 1.1503 -4.4943 -1.0875  0.33
25 H 0.5035 -3.0364 -1.8821  0.20

Output
**Spin multiplicity**: 1
**Charge**: -1
**Orbital gap**: 6.211 eV



This record from the Open Molecules 2025 dataset describes a 12-piece molecular cluster, C80H176N8O16 overall in a non-equilibrium geometry. The level of theory is ωB97M-V/def2-TZVPD.

Last column: Mulliken charge in e.
Atoms and positions in Å:
1 C -0.8349 1.6025 -5.4071  -2.81
2 C -0.2432 2.8868 -6.0450  2.63
3 C 1.2536 2.6171 -6.2060  -1.31
4 C -1.0688 3.2030 -7.3494  -0.83
5 C -0.7671 4.5473 -7.8525  -0.74
6 C -0.9489 5.6378 -6.7911  -1.27
7 C -0.2174 5.3416 -5.4512  1.49
8 C 1.2998 5.6968 -5.4692  -1.93
9 C -0.8873 6.2546 -4.3793  -1.81
10 N -0.5457 3.9521 -5.0720  0.00
11 O 0.2740 3.7548 -3.9229  2.47
12 H -0.6246 0.6841 -6.0164  0.21
13 H -0.4621 1.3314 -4.4881  0.27
14 H -1.8732 1.7374 -5.2610  0.62
15 H 1.6510 1.9853 -5.3997  -0.26
16 H 1.3835 2.1716 -7.1861  0.46
17 H 1.9260 3.4913 -6.1303  0.30
18 H -0.7223 2.5057 -8.1787  0.29
19 H -2.1650 2.9105 -7.2037  0.29
20 H 0.2758 4.5517 -8.1593  0.28
21 H -1.4508 4.7721 -8.7233  0.42
22 H -1.9783 5.7204 -6.5279  0.51
23 H -0.5341 6.5638 -7.1917  0.36
24 H 1.3450 6.6885 -5.1281  0.63
25 H 1.7113 5.6964 -6.5334  0.26
26 H 1.9108 5.1258 -4.8274  0.31
27 H -0.2607 6.2124 -3.4725  0.13
28 H -1.9429 6.0512 -4.3473  0.47
29 H -0.9862 7.2773 -4.6181  0.51
30 H -0.2934 3.2550 -3.2841  -0.59
31 C 2.1906 -5.5676 2.6493  -1.16
32 C 2.6555 -4.3432 1.8053  1.16
33 C 3.3132 -4.8895 0.4797  -1.61
34 C 1.3666 -3.5541 1.4281  -0.06
35 C 0.7689 -2.8160 2.6426  0.98
36 C 1.8289 -1.7751 3.1481  -0.05
37 C 3.0753 -2.5890 3.5087  1.93
38 C 4.1989 -1.6067 3.8747  -1.02
39 C 2.7584 -3.3157 4.8458  -2.30
40 N 3.6052 -3.4926 2.4698  1.51
41 O 4.6439 -4.2862 3.0451  -0.62
42 H 1.8322 -5.2618 3.6533  0.16
43 H 1.3494 -6.0379 2.0657  0.33
44 H 3.0149 -6.2917 2.7442  0.33
45 H 4.0938 -5.5504 0.7956  0.56
46 H 2.5256 -5.4394 0.0045  0.52
47 H 3.6716 -4.1472 -0.1943  -0.49
48 H 1.4772 -2.9200 0.5852  -0.19
49 H 0.6834 -4.3260 1.0983  0.06
50 H -0.2417 -2.4030 2.3780  -0.25
51 H 0.6972 -3.6687 3.3556  -1.25
52 H 1.4931 -1.3826 4.1188  0.14
53 H 1.9618 -1.0196 2.4507  -0.62
54 H 3.7359 -0.8066 4.3799  -0.50
55 H 4.8319 -1.1927 3.0928  -0.24
56 H 4.8928 -2.0619 4.5403  0.79
57 H 2.7415 -2.5972 5.6231  0.62
58 H 3.5949 -4.0310 4.8857  0.52
59 H 1.8603 -3.9106 4.8676  0.28
60 H 5.4177 -3.9497 2.6858  0.32
61 C 6.2824 -1.9033 -0.1960  -1.74
62 C 6.0334 -0.8525 -1.2863  2.20
63 C 6.6425 -1.3770 -2.6080  -2.00
64 C 4.5589 -0.5555 -1.4199  -0.14
65 C 3.9776 0.2001 -0.2972  1.84
66 C 4.7205 1.5334 -0.0988  -0.12
67 C 6.2563 1.3490 0.0580  1.14
68 C 6.9380 2.7485 -0.2501  -1.53
69 C 6.6256 0.9643 1.5592  -1.76
70 N 6.7181 0.4501 -0.9922  1.04
71 O 8.0978 0.3524 -0.7908  -0.57
72 H 7.3749 -2.2471 -0.1321  0.35
73 H 5.9943 -1.6407 0.8086  0.15
74 H 5.8180 -2.8042 -0.4841  0.48
75 H 6.4865 -2.4977 -2.6238  0.30
76 H 6.2807 -0.8762 -3.5350  0.25
77 H 7.6963 -1.3782 -2.6611  0.42
78 H 4.5205 -0.0076 -2.3629  -0.52
79 H 4.0577 -1.4946 -1.7059  -0.33
80 H 2.9196 0.3393 -0.5085  -0.49
81 H 4.0631 -0.3655 0.6389  -1.09
82 H 4.4472 2.0788 0.7934  0.19
83 H 4.4052 2.1456 -0.9366  -0.68
84 H 6.6324 3.1076 -1.2120  0.07
85 H 8.0046 2.7204 -0.1638  0.51
86 H 6.5150 3.4226 0.5193  0.32
87 H 6.2564 1.7882 2.1535  0.47
88 H 7.7419 0.8295 1.5853  0.46
89 H 6.2794 -0.0263 1.9052  0.17
90 H 8.3004 -0.3853 -0.1672  0.37
91 C 1.0254 1.6244 5.8562  -1.52
92 C 2.3610 2.4245 5.8076  2.32
93 C 3.3965 1.6264 6.5509  -2.06
94 C 2.8980 2.4780 4.3125  -2.00
95 C 2.0896 3.4333 3.4103  1.40
96 C 2.1456 4.8434 4.0711  -2.52
97 C 1.6801 4.8354 5.4739  2.01
98 C 2.0011 6.1911 6.0734  -1.87
99 C 0.0683 4.8363 5.6352  -1.65
100 N 2.3521 3.7578 6.2695  0.27
101 O 1.8609 3.7666 7.6330  -0.50
102 H 0.4254 1.8994 6.7078  0.49
103 H 0.3732 1.7954 4.9760  -0.12
104 H 1.1722 0.5292 5.9308  0.43
105 H 4.3225 2.1333 6.5608  0.55
106 H 3.1366 1.3561 7.5655  0.47
107 H 3.6859 0.7373 6.0145  0.30
108 H 3.8136 3.0402 4.5260  0.68
109 H 3.1448 1.4385 4.0284  0.24
110 H 2.5308 3.4388 2.4195  0.01
111 H 1.0550 3.1132 3.4219  -0.70
112 H 1.5794 5.4825 3.3909  0.49
113 H 3.1420 5.2300 4.0087  0.42
114 H 1.5110 6.2044 7.0898  0.38
115 H 1.5135 6.9497 5.4746  0.43
116 H 3.0973 6.4078 6.1523  0.39
117 H -0.4526 5.7247 5.3451  0.49
118 H 0.0061 4.6561 6.6768  0.61
119 H -0.5113 4.1025 5.0861  -0.01
120 H 2.6764 3.7485 8.1502  0.35
121 C -1.7432 -5.7026 3.9153  -2.06
122 C -2.9666 -5.7422 3.0070  2.59
123 C -2.3742 -5.2760 1.6234  -1.64
124 C -3.5514 -7.1631 2.8608  -2.05
125 C -4.8726 -7.2455 2.0892  -0.52
126 C -5.8686 -6.3933 2.8770  -1.59
127 C -5.3765 -4.9916 3.2136  2.16
128 C -5.4941 -4.0280 2.0377  -0.02
129 C -6.3354 -4.4014 4.2421  -2.10
130 N -4.0012 -5.0067 3.7422  -0.34
131 O -3.5292 -3.6352 3.9763  -0.30
132 H -1.3232 -4.6554 3.9019  -0.01
133 H -1.9408 -6.0047 4.8901  0.57
134 H -0.9215 -6.2825 3.4978  0.57
135 H -3.0519 -5.4456 0.7918  0.35
136 H -2.0937 -4.2446 1.6043  -0.05
137 H -1.4458 -5.8811 1.4287  0.48
138 H -2.8257 -7.8391 2.5526  0.53
139 H -3.7372 -7.5365 3.8652  0.50
140 H -4.7642 -6.8081 1.1202  0.35
141 H -5.2978 -8.2393 2.0636  0.44
142 H -6.0975 -6.8838 3.7907  0.44
143 H -6.8062 -6.3305 2.2884  0.34
144 H -6.4819 -4.0070 1.5018  0.62
145 H -4.7414 -4.2996 1.2627  -0.45
146 H -5.3343 -3.0334 2.4132  -0.86
147 H -7.2940 -4.2162 3.8027  0.45
148 H -5.9725 -3.5022 4.6720  0.21
149 H -6.4419 -5.0053 5.0999  0.52
150 H -3.0861 -3.6910 4.8333  0.25
151 C -0.2180 -2.1738 -2.3272  0.99
152 C 0.1359 -3.4519 -3.1585  1.80
153 C 0.0391 -4.6960 -2.2013  -1.39
154 C -0.7541 -3.5391 -4.3231  -0.76
155 C -0.4601 -2.4974 -5.3966  0.65
156 C 0.9621 -2.7670 -5.7933  -1.46
157 C 1.9194 -2.5002 -4.6258  2.02
158 C 3.3506 -2.7691 -5.0962  -1.60
159 C 1.8824 -1.0183 -4.2591  -0.32
160 N 1.5615 -3.4255 -3.5737  -0.22
161 O 2.2472 -3.1212 -2.3803  -0.15
162 H 0.0098 -1.2586 -2.8232  -0.20
163 H -1.2857 -2.2470 -2.2826  -0.35
164 H 0.1974 -2.2330 -1.2455  -1.33
165 H -1.0706 -4.8916 -1.8820  0.06
166 H 0.3843 -5.5441 -2.8071  0.58
167 H 0.6353 -4.5318 -1.3038  -0.08
168 H -0.6093 -4.4822 -4.7885  0.54
169 H -1.8097 -3.5885 -3.9873  -0.26
170 H -1.1587 -2.5295 -6.2468  0.59
171 H -0.6173 -1.4387 -5.1121  -0.62
172 H 1.2060 -2.0799 -6.6830  0.36
173 H 1.0366 -3.8251 -6.1545  0.27
174 H 3.3487 -3.7136 -5.5870  0.51
175 H 4.1312 -2.8612 -4.2751  -0.09
176 H 3.5004 -1.9640 -5.8025  0.48
177 H 2.3712 -0.4218 -5.0507  0.95
178 H 2.3698 -0.9831 -3.2909  -0.19
179 H 0.8929 -0.5893 -4.1560  -1.59
180 H 2.8855 -3.8098 -2.1886  0.32
181 C -5.1299 -2.6720 -3.7681  -1.93
182 C -5.0583 -1.9211 -2.4417  1.16
183 C -5.5361 -2.9379 -1.3228  -1.80
184 C -3.5843 -1.5056 -2.1994  0.61
185 C -3.1137 -0.3944 -3.1474  0.92
186 C -4.1701 0.7603 -3.1634  -1.42
187 C -5.6683 0.3662 -3.2298  2.02
188 C -6.5174 1.5188 -2.7617  -1.87
189 C -6.1171 0.1380 -4.6741  -2.06
190 N -5.8815 -0.7679 -2.3025  1.06
191 O -7.2062 -1.2128 -2.5527  -0.65
192 H -4.4613 -3.5266 -3.7715  0.37
193 H -6.1350 -3.0600 -3.9454  0.42
194 H -4.7946 -2.0630 -4.6044  0.24
195 H -6.5450 -3.3410 -1.3430  0.53
196 H -4.8566 -3.7447 -1.3220  0.44
197 H -5.3534 -2.3595 -0.3973  -0.05
198 H -3.5413 -1.1266 -1.1668  -0.63
199 H -2.8620 -2.3793 -2.2803  0.20
200 H -2.1391 -0.0173 -2.7847  -0.05
201 H -2.9667 -0.7757 -4.1352  0.26
202 H -3.9435 1.3152 -4.0504  0.39
203 H -4.0167 1.3203 -2.2645  -0.24
204 H -6.3997 1.6555 -1.7047  0.32
205 H -7.5077 1.4753 -3.1666  0.40
206 H -6.0591 2.4388 -3.1380  0.39
207 H -6.2092 1.0933 -5.2065  0.48
208 H -7.0792 -0.3900 -4.5764  0.41
209 H -5.5052 -0.4315 -5.3224  0.37
210 H -7.6541 -0.8575 -1.7735  0.33
211 C -6.2368 -0.1863 3.1566  -0.93
212 C -5.0351 0.6575 2.7377  1.62
213 C -4.9917 0.7759 1.2141  -0.97
214 C -5.1903 2.1267 3.2029  -0.73
215 C -4.8718 2.1326 4.7752  -1.14
216 C -3.4810 1.6082 5.1037  -0.67
217 C -3.2864 0.1856 4.5569  1.62
218 C -1.8364 -0.1666 4.6977  -0.62
219 C -4.0187 -0.8109 5.5123  -1.06
220 N -3.6609 0.1874 3.0950  0.50
221 O -3.3718 -1.0991 2.4732  1.71
222 H -6.5497 0.0341 4.2061  0.26
223 H -7.1229 0.0064 2.5075  0.45
224 H -6.0100 -1.2429 3.0026  -0.25
225 H -4.2056 1.3982 0.7748  -1.00
226 H -4.8674 -0.2445 0.8033  -0.47
227 H -5.9359 1.0751 0.8975  1.06
228 H -4.4060 2.6824 2.6021  -0.01
229 H -6.2063 2.5464 3.1101  0.41
230 H -5.0603 3.1319 5.1604  0.49
231 H -5.6496 1.4748 5.2447  0.33
232 H -3.3006 1.4557 6.1769  0.53
233 H -2.6857 2.1554 4.6321  0.06
234 H -1.1867 0.3345 3.9117  -0.66
235 H -1.6611 -1.2371 4.5042  -0.37
236 H -1.4748 0.0447 5.6858  0.76
237 H -3.9127 -1.8320 5.2212  -0.55
238 H -5.0228 -0.4223 5.6917  0.51
239 H -3.6123 -0.7325 6.5280  0.57
240 H -3.4239 -1.7892 3.1539  -0.65
241 O 3.6374 4.8030 0.2346  -0.20
242 C 4.1679 5.5609 -0.8542  -0.86
243 C 3.3000 5.3281 -2.1030  0.47
244 O 1.9524 5.5392 -1.7249  -0.67
245 H 2.6848 4.9243 0.1319  0.25
246 H 4.2212 6.5804 -0.5339  0.38
247 H 5.1771 5.1512 -1.0040  0.20
248 H 3.4341 4.3268 -2.4959  -0.18
249 H 3.5514 6.0668 -2.9095  0.34
250 H 1.3244 5.0947 -2.2793  0.10
251 O -0.7340 4.0659 0.9985  -0.54
252 C -1.4771 4.5552 -0.0820  -1.36
253 C -1.9720 3.5178 -1.1037  0.12
254 O -1.0208 2.6605 -1.6984  -0.42
255 H -1.1987 3.3473 1.4505  -0.05
256 H -2.3731 5.1961 0.1047  0.32
257 H -0.7577 5.1962 -0.6096  0.33
258 H -2.4480 4.1870 -1.8768  0.51
259 H -2.7724 2.9840 -0.5794  -0.42
260 H -0.3321 2.3747 -1.0327  0.18
261 O 5.4106 4.1641 -5.0162  -0.53
262 C 4.9691 2.8333 -5.2504  -0.01
263 C 5.4892 1.9213 -4.1601  1.31
264 O 6.9310 1.8301 -4.3269  -0.71
265 H 6.3791 4.1178 -4.9580  0.39
266 H 3.8563 2.7481 -5.3361  -0.43
267 H 5.3294 2.4097 -6.2567  0.41
268 H 5.0503 0.9175 -4.3817  -0.41
269 H 5.1209 2.2128 -3.1595  -0.31
270 H 7.2495 1.2516 -3.6100  0.32
271 O -1.6076 1.6577 1.8521  1.75
272 C -1.0441 0.5144 1.1368  1.33
273 C 0.4580 0.6758 0.9907  0.89
274 O 0.7313 1.8029 0.1594  0.09
275 H -2.2791 1.4089 2.5148  -0.89
276 H -1.3782 -0.3336 1.7478  -0.48
277 H -1.5404 0.4540 0.1813  -0.32
278 H 0.9277 -0.2346 0.5712  -0.74
279 H 0.9052 0.7597 1.9986  -0.68
280 H 0.6434 2.6092 0.6707  -0.49

Output
**SMILES string**: CC1(C)CCCC(C)(C)N1O.CC1(C)CCCC(C)(C)N1O.CC1(C)CCCC(C)(C)N1O.CC1(C)CCCC(C)(C)N1O.CC1(C)CCCC(C)(C)N1O.CC1(C)CCCC(C)(C)N1O.CC1(C)CCCC(C)(C)N1O.CC1(C)CCCC(C)(C)N1O.OCCO.OCCO.OCCO.OCCO
**Spin multiplicity**: 1
**Orbital gap**: 8.713 eV